23
Properties=species:S:1:pos:R:3:forces:R:3 method="wB97M-V/def2-TZVPD" smiles="C[C@@]([NH3+])(O)n1ncccc1=[NH2+]" gap_ha=0.335 e_tot_ha=-529.37192 charge=+2 homo_ev=-17.634 e_lumo_ev=-8.516
C 1.745329 -0.227392 1.381014 1.3852 -0.5014 -5.1634
C 1.356839 -0.023186 -0.112868 -1.9445 2.3366 -0.1690
N 1.890262 1.418966 -0.507630 1.5036 -1.8804 0.2820
O 1.726800 -0.899463 -1.024279 2.3875 -1.4772 2.3711
N -0.155891 0.220416 -0.269769 -2.5351 -3.6464 1.0517
N -0.640514 1.452018 -0.165630 -0.2356 -0.4477 0.1922
C -1.943046 1.667941 -0.047951 2.7537 -2.4344 -0.5059
C -2.864486 0.618707 0.030645 -1.4950 1.5209 0.4541
C -2.421371 -0.669023 -0.056628 -1.8423 1.6385 0.2980
C -1.086860 -0.999412 -0.138483 2.6585 2.2065 -0.6294
N -0.700719 -2.262781 -0.184481 0.4557 -1.0003 -0.2534
H 1.280431 0.418108 1.972582 -2.0204 2.8282 2.4925
H 2.781969 -0.158353 1.412559 2.0893 0.7332 0.2358
H 1.642586 -1.183961 1.670369 -1.1842 -3.4862 0.9798
H 2.888275 1.528053 -0.499723 1.6039 -1.1030 0.8924
H 1.863023 1.526617 -1.512344 -1.8535 1.2129 -0.5041
H 1.659186 2.068671 0.224618 -1.3579 1.2897 -0.5799
H 1.436400 -1.029421 -1.906873 -1.0983 0.6087 -1.3343
H -2.111900 2.667245 -0.081356 -1.2037 2.7589 0.2169
H -3.960046 0.955184 0.244390 2.0032 -1.2035 -0.6025
H -3.251306 -1.317000 0.048901 0.0180 -1.6372 0.0151
H -1.308471 -3.035022 -0.420835 -1.1704 0.5854 0.0955
H 0.173517 -2.736907 -0.056229 1.0824 1.0984 0.1650